Version one
Entry from the Open Molecules 2025 dataset: a 2-piece molecular cluster, C5H15NOS overall (ωB97M-V/def2-TZVPD).

Geometry (Å):
C -0.0830 -1.5036 2.0681
N -0.3781 -0.1695 1.4858
C -1.3190 0.5221 2.3994
C -1.0414 -0.3948 0.1919
C -1.2249 0.9148 -0.6008
C -0.1428 1.2294 -1.6347
S 0.3716 -0.0873 -2.8292
H 0.2303 -1.3459 3.0918
H 0.7061 -1.9777 1.4837
H -0.9481 -2.1714 2.0375
H -2.3493 0.2972 2.1613
H -1.2028 1.5942 2.2640
H -1.0255 0.3485 3.4301
H -1.9823 -0.9187 0.3463
H -0.3592 -1.0471 -0.3440
H -1.2448 1.7261 0.1250
H -2.1971 0.8831 -1.0656
H 0.7830 1.4470 -1.0951
H -0.4808 2.0171 -2.3020
H -0.2092 -1.1679 -2.2993
O 2.8452 -0.2670 1.1833
H 3.0080 0.6633 0.9276
H 1.9130 -0.3594 0.9180

## Properties
total charge	0
Kohn-Sham gap	0.365	Eh
2S+1	1
LUMO level	0.86	eV

Version two
Entry from the Open Molecules 2025 dataset: a 2-piece molecular cluster, C5H15NOS overall (ωB97M-V/def2-TZVPD).

Geometry (Å):
C 0.8016 1.7841 -2.6599
C -0.0986 1.0071 -1.7042
C 0.3007 -0.4703 -1.6704
O -0.5996 -1.2900 -1.0027
H 0.5781 2.8502 -2.6472
H 0.6830 1.4197 -3.6832
H 1.8603 1.6743 -2.4289
H -0.0115 1.4376 -0.7073
H -1.1364 1.0992 -2.0465
H 0.4093 -0.7989 -2.7122
H 1.2943 -0.5277 -1.2026
H -1.0369 -0.9274 -0.1633
N -1.7556 -0.7288 1.1955
C -0.7765 -1.1268 2.2214
C 0.5765 -0.4767 1.9448
S 1.7291 -0.7259 3.3320
H -2.4271 -1.4704 1.0540
H -2.2208 0.1446 1.3787
H -1.1531 -0.8411 3.2038
H -0.6420 -2.2118 2.1712
H 0.4408 0.5889 1.8104
H 0.9523 -0.9206 1.0286
H 2.2321 0.5106 3.2881

## Properties
total charge	0
Kohn-Sham gap	0.366	Eh
2S+1	1
LUMO level	0.75	eV

version two has the most favorable energy; the next structure is 0.0123 hartree above.

Version one
Entry from the Open Molecules 2025 dataset: C10H12O2S as an isolated structure (ωB97M-V/def2-TZVPD).

Geometry (Å):
C 2.1641 -1.7237 -1.2909
C 1.7893 -1.8862 -0.0562
C -1.3597 2.8267 1.6358
C 0.0892 -0.8758 -1.9798
C -1.6528 -0.2732 -0.1617
C 1.4715 -0.3203 -1.6873
C -0.4292 -1.1532 -0.5261
C -0.5965 0.5304 2.2083
C 0.7687 -0.7860 0.1726
C -0.2516 1.8555 1.6854
O -1.4291 4.0032 1.8593
O 1.3130 0.3666 -0.4782
S -2.0101 -0.3039 1.6157
H 2.6622 -2.2808 -2.0120
H 1.8432 -2.6741 0.6337
H -2.2748 2.3451 1.4042
H -0.5499 -0.2653 -2.6466
H 0.2009 -1.8208 -2.4632
H -1.4093 0.7968 -0.3049
H -2.6707 -0.3449 -0.6127
H 2.1248 0.2277 -2.4333
H -0.7283 -2.2182 -0.4370
H 0.0884 -0.1080 2.7830
H 0.4920 2.2969 2.3321
H 0.3547 1.7854 0.7595

## Properties
total charge	0
Kohn-Sham gap (spin up / spin down)	0.280 / 0.307	Eh
2S+1	1
LUMO level (spin up / spin down)	-0.26 / -0.22	eV

Version two
Entry from the Open Molecules 2025 dataset: one molecule with the formula C10H12O2S (ωB97M-V/def2-TZVPD).

Geometry (Å):
C 1.1123 1.3825 3.3309
C -0.1614 1.1795 2.9651
C 2.1722 1.3853 2.3836
C -0.5024 0.8280 1.5798
C 1.9102 1.0432 1.0832
C 0.5552 0.7933 0.6545
C -1.3095 0.1640 -1.1382
C -1.9919 -2.0912 -0.9419
C 0.8378 -0.7502 -3.0845
C 0.2311 0.2715 -0.6603
O -1.6068 0.1037 -2.3403
O -1.5970 -0.8996 -0.2566
S 1.4137 -0.6586 -1.4107
H 1.3130 1.4638 4.3475
H -1.0084 1.2305 3.5649
H 3.2111 1.4699 2.6169
H -1.5034 0.5535 1.3445
H 2.7086 0.9731 0.4336
H -1.7743 1.0227 -0.7021
H -2.6795 -1.7882 -1.7815
H -2.3953 -2.6475 -0.1365
H -1.3128 -2.6495 -1.4956
H 1.0338 -1.6957 -3.3698
H 1.4995 -0.0747 -3.7407
H -0.1559 -0.6096 -3.2458

## Properties
total charge	0
Kohn-Sham gap (spin up / spin down)	0.237 / 0.237	Eh
2S+1	1
LUMO level (spin up / spin down)	-1.25 / -1.25	eV

version two has the most favorable energy; the next structure is 0.0712 hartree above.